C7H28N14O7 | ωB97M-V/def2-TZVPD

Last column: Mulliken charge in e.
CARTESIAN COORDINATES (ANGSTROEM)
N1 -1.84 1.67 -4.85  -0.54
C1 -2.79 2.63 -4.67  0.66
N2 -2.29 3.88 -4.51  -0.41
O1 -3.99 2.45 -4.73  -0.62
H1 -0.95 2.01 -5.15  0.22
H2 -2.28 0.93 -5.39  0.21
H3 -1.30 4.04 -4.52  0.18
H4 -2.98 4.59 -4.68  0.23
N3 3.52 -1.36 3.98  -0.42
C2 3.21 -0.48 2.99  0.50
N4 4.28 0.25 2.61  -0.34
O2 2.16 -0.43 2.36  -0.62
H5 2.81 -1.81 4.53  0.26
H6 4.45 -1.18 4.32  0.16
H7 5.07 0.41 3.20  0.18
H8 4.16 0.73 1.73  0.19
N5 -4.54 -0.40 2.58  -0.32
C3 -4.39 -1.02 1.38  0.57
N6 -3.21 -0.80 0.77  -0.13
O3 -5.32 -1.58 0.79  -0.69
H9 -5.42 -0.17 2.99  0.19
H10 -3.75 0.06 3.00  0.15
H11 -3.10 -1.24 -0.12  0.10
H12 -2.52 -0.11 0.98  0.11
N7 0.77 0.08 -0.33  -0.01
C4 -0.27 0.03 -1.19  0.44
N8 -0.05 0.89 -2.23  -0.30
O4 -1.19 -0.77 -1.13  -0.63
H13 1.62 0.55 -0.61  0.07
H14 0.78 -0.54 0.46  0.11
H15 -0.73 0.97 -2.97  0.26
H16 0.69 1.55 -2.08  0.13
N9 -0.42 -3.36 -0.45  -0.23
C5 -0.86 -4.30 -1.30  0.52
N10 -2.07 -4.02 -1.81  -0.39
O5 -0.36 -5.42 -1.45  -0.71
H17 0.47 -3.63 -0.05  0.14
H18 -0.89 -2.47 -0.32  0.22
H19 -2.31 -4.74 -2.47  0.24
H20 -2.30 -3.05 -2.00  0.25
N11 4.16 -0.78 -1.47  -0.44
C6 4.21 0.55 -1.18  0.65
N12 5.25 0.97 -0.43  -0.45
O6 3.25 1.28 -1.47  -0.73
H21 4.61 -1.45 -0.87  0.22
H22 3.32 -1.00 -1.97  0.26
H23 6.07 0.39 -0.56  0.20
H24 5.44 1.89 -0.09  0.24
N13 -0.29 1.19 2.81  -0.16
C7 -1.25 1.21 3.75  0.74
N14 -1.67 2.46 4.05  -0.47
O7 -1.76 0.16 4.15  -0.68
H25 0.05 2.08 2.49  0.12
H26 0.21 0.47 2.32  0.10
H27 -1.14 3.31 3.99  0.21
H28 -2.31 2.39 4.83  0.26

Properties
SMILES string: NC(N)=O.NC(N)=O.NC(N)=O.NC(N)=O.NC(N)=O.NC(N)=O.NC(N)=O
ΔE to the lowest compared entry with this formula, charge and spin in eV: 1.5577
Multiplicity: 1
HOMO-LUMO gap in eV: 8.295